{"formula": "C30H43BF4N5O7S3SiTl", "method": "ωB97M-V with the def2-TZVPD basis set", "symbols": ["Tl", "N", "C", "S", "N", "N", "C", "C", "C", "C", "C", "C", "C", "O", "H", "H", "H", "H", "H", "H", "H", "O", "C", "C", "C", "C", "C", "C", "C", "O", "N", "N", "C", "S", "C", "C", "S", "H", "H", "H", "H", "H", "H", "H", "H", "H", "C", "C", "C", "C", "O", "Si", "O", "O", "C", "C", "C", "C", "O", "C", "C", "C", "C", "H", "H", "H", "H", "H", "H", "H", "H", "H", "H", "H", "H", "H", "H", "H", "H", "H", "H", "H", "H", "H", "H", "H", "H", "H", "H", "H", "F", "B", "F", "F", "F"], "xyz": [[0.36276, -1.03379, 1.98869], [-2.35884, -4.21436, 3.81092], [-1.61766, -3.08151, 3.52742], [0.06039, -3.33932, 3.21010], [-2.26444, -1.96439, 3.58156], [-1.57677, -0.82344, 3.31046], [-2.08862, 0.25749, 3.77251], [-1.58686, 1.59852, 3.67370], [-2.37672, 2.59543, 4.27443], [-2.00765, 3.91827, 4.30587], [-0.79362, 4.28528, 3.71016], [0.00271, 3.34360, 3.11384], [-0.34289, 1.96037, 3.07162], [0.47970, 1.14801, 2.51589], [-1.95317, -5.06554, 3.46108], [-3.35096, -4.10580, 3.66661], [-3.00891, 0.12958, 4.34695], [-3.31033, 2.28995, 4.73683], [-2.63329, 4.66013, 4.78640], [-0.47521, 5.32210, 3.73151], [0.94855, 3.61223, 2.65900], [0.30420, -5.03934, -0.85217], [1.44496, -4.82503, -1.52345], [1.82922, -5.75771, -2.49084], [2.99631, -5.58291, -3.20934], [3.80849, -4.47870, -2.97348], [3.43641, -3.55094, -2.01640], [2.25896, -3.70061, -1.28946], [1.85148, -2.69144, -0.27310], [0.73670, -2.84154, 0.32327], [2.69534, -1.70703, -0.07738], [2.36702, -0.80574, 0.90045], [3.29380, 0.08176, 1.05965], [4.67656, -0.08566, -0.03782], [5.60881, 1.29302, 0.70885], [5.23116, 1.33351, 2.16855], [3.40565, 1.33340, 2.25125], [0.21122, -4.26320, -0.22891], [1.19041, -6.61801, -2.64959], [3.27657, -6.30985, -3.96345], [4.72651, -4.34129, -3.53181], [4.05025, -2.68337, -1.81467], [5.32160, 2.21648, 0.20264], [6.67188, 1.10228, 0.55407], [5.58180, 2.23428, 2.67276], [5.57492, 0.45277, 2.71195], [0.10631, 4.40766, -0.59844], [0.09362, 3.07151, -1.34358], [-0.05391, 3.32340, -2.85047], [1.38272, 2.31269, -1.05692], [-1.02342, 2.35378, -0.85934], [-1.34758, 0.72943, -0.85539], [-0.61118, -0.20560, 0.15805], [-2.96831, 0.69641, -0.51696], [-4.10837, 1.26482, -1.13141], [-4.84424, 2.05187, -0.04357], [-4.97483, 0.10348, -1.63029], [-3.80245, 2.19993, -2.30806], [-1.15478, 0.32850, -2.46759], [-0.90551, -0.91663, -3.09909], [-1.55098, -0.83403, -4.48660], [0.60589, -1.09507, -3.24535], [-1.51235, -2.09256, -2.33430], [0.89134, 5.05816, -0.99137], [0.27848, 4.23089, 0.46475], [-0.85932, 4.90509, -0.71363], [0.84531, 3.80057, -3.24772], [-0.91408, 3.96967, -3.04493], [-0.21708, 2.37110, -3.35205], [2.25865, 2.91588, -1.30556], [1.41234, 1.38194, -1.62932], [1.40011, 2.05748, 0.00043], [-5.09413, 1.38752, 0.78545], [-5.75638, 2.51253, -0.43146], [-4.17659, 2.82858, 0.33310], [-5.17365, -0.58828, -0.81009], [-4.42797, -0.43533, -2.40674], [-5.92122, 0.46102, -2.04427], [-3.19378, 3.03396, -1.96306], [-4.73452, 2.57425, -2.73806], [-3.23622, 1.66299, -3.06810], [-1.14617, 0.01587, -5.04141], [-2.63116, -0.70128, -4.38917], [-1.35814, -1.75005, -5.04953], [1.02084, -0.28133, -3.84623], [0.85027, -2.05094, -3.71403], [1.06754, -1.06449, -2.25779], [-2.58975, -1.94203, -2.22245], [-1.07824, -2.14655, -1.33818], [-1.32762, -3.02881, -2.86462], [3.11153, -1.53797, 5.96947], [3.56436, -1.02882, 4.74498], [4.64395, -1.79833, 4.26571], [3.99720, 0.30677, 4.90987], [2.50506, -1.07757, 3.78820]], "e_above_lowest_kj_mol": 24.1, "lumo_energy_ev": 4.1, "energy_ha": -4050.85984, "largest_force_ev_per_a": 0.9, "mol_weight_g_mol": 1001.18, "homo_lumo_gap_ev": 6.72, "charge": -2}



{"formula": "C30H43BIN3O7PS2", "method": "ωB97M-V with the def2-TZVPD basis set", "symbols": ["C", "C", "O", "C", "C", "C", "C", "C", "O", "I", "C", "P", "S", "C", "C", "C", "C", "C", "O", "C", "C", "O", "C", "C", "C", "N", "C", "S", "N", "C", "C", "C", "C", "N", "C", "C", "C", "O", "C", "B", "O", "O", "C", "C", "C", "H", "H", "H", "H", "H", "H", "H", "H", "H", "H", "H", "H", "H", "H", "H", "H", "H", "H", "H", "H", "H", "H", "H", "H", "H", "H", "H", "H", "H", "H", "H", "H", "H", "H", "H", "H", "H", "H", "H", "H", "H", "H", "H"], "xyz": [[-5.60431, -1.28522, -1.12842], [-5.17534, 0.11118, -0.71653], [-3.85822, 0.35562, -1.19964], [-3.26927, 1.52429, -0.65797], [-1.79939, 1.49346, -0.97403], [-1.26390, 2.38863, -1.86466], [-2.09210, 3.49171, -2.47719], [-2.85553, 3.13857, -3.74969], [-3.58678, 3.90174, -4.27419], [-2.49039, 1.21923, -4.65745], [0.10621, 2.32057, -2.24793], [0.83019, 3.48781, -3.45334], [1.88640, 4.88615, -2.60239], [0.95107, 1.38496, -1.72264], [2.39095, 1.26324, -2.14764], [2.64244, 0.05063, -3.06491], [1.59072, -0.23475, -4.13154], [2.14358, -1.01849, -5.29169], [2.42851, -2.35842, -4.85083], [3.60087, -2.86782, -5.36981], [4.79934, -2.68188, -4.49132], [3.62571, -3.40644, -6.43390], [0.41542, 0.47972, -0.77100], [1.23918, -0.50877, -0.21235], [0.75199, -1.37800, 0.68298], [1.57593, -2.35791, 1.28622], [1.87958, -3.35657, 0.64474], [2.24054, -4.63371, -0.11837], [-0.55088, -1.32253, 1.07526], [-0.95603, -2.31688, 2.08923], [-0.40188, -2.06877, 3.52119], [0.44051, -0.80460, 3.78171], [1.89216, -1.06919, 4.17300], [2.43289, 0.11345, 4.88640], [2.52575, -0.12261, 6.32769], [3.72475, 0.42803, 4.34640], [3.70809, 1.35475, 3.16632], [4.74923, -0.01800, 4.79133], [-1.39860, -0.40029, 0.57625], [-2.90787, -0.47640, 1.15268], [-3.62867, -1.54931, 0.75130], [-3.46687, 0.45313, 1.96376], [-2.74456, 0.99524, 3.10019], [-3.48066, 0.66880, 4.37839], [-0.93878, 0.52242, -0.37991], [-6.44150, -1.26394, -1.81436], [-5.82537, -1.91952, -0.27864], [-4.77525, -1.74791, -1.65650], [-5.85055, 0.83854, -1.17263], [-5.22567, 0.26527, 0.36204], [-3.48885, 1.61751, 0.40389], [-3.74994, 2.37706, -1.11170], [-1.47747, 4.33795, -2.75776], [-2.80583, 3.89106, -1.77525], [1.56614, 2.71902, -4.35538], [-0.21086, 4.01117, -4.21634], [2.74481, 2.19229, -2.57484], [2.99246, 1.11586, -1.25424], [3.61574, 0.15094, -3.53927], [2.70893, -0.85498, -2.46802], [1.14532, 0.66810, -4.54502], [0.76951, -0.81888, -3.71779], [1.41856, -1.06151, -6.10053], [3.04096, -0.54459, -5.69258], [5.50095, -3.47894, -4.70091], [5.26312, -1.72266, -4.69942], [4.51014, -2.72530, -3.44581], [2.27011, -0.59357, -0.48532], [-0.59244, -3.27672, 1.74712], [-2.02314, -2.44102, 2.10196], [0.17181, -2.94035, 3.81584], [-1.25846, -2.05032, 4.18767], [0.42256, -0.08817, 2.96271], [0.01770, -0.28308, 4.63610], [1.92615, -1.92025, 4.84934], [2.50670, -1.25545, 3.29903], [3.14972, -0.98091, 6.57642], [1.53194, -0.26994, 6.73995], [2.95229, 0.74503, 6.81766], [4.46155, 1.02187, 2.46054], [2.72940, 1.40593, 2.70201], [3.99175, 2.34879, 3.50092], [-4.37516, -1.69991, 1.34661], [-2.67373, 2.06939, 2.96739], [-1.76012, 0.54690, 3.14117], [-3.22504, 1.42569, 5.11525], [-4.55421, 0.70903, 4.23251], [-3.17725, -0.28948, 4.78642]], "lumo_energy_ev": -4.4, "energy_ha": -3319.99599, "largest_force_ev_per_a": 1.5, "mol_weight_g_mol": 790.51, "homo_lumo_gap_ev": 6.89, "charge": 1}